# 1
21
Properties=species:S:1:pos:R:3:forces:R:3:nbo_charge:R:1 method="wB97M-V/def2-TZVPD" lumo_ev=-11.130 orbital_gap_ha=0.250 total_energy_ha=-698.2071 total_charge=+2 homo_energy_ev=-17.946
C 1.5333 -0.0883 1.4760 0.1 -0.1 0.0 -0.7135
C 1.5599 -0.0333 -0.0086 -0.1 0.0 -0.3 0.5407
C 2.8435 0.2953 -0.6788 -0.1 -0.4 -0.2 -0.7065
N 0.4823 -0.2925 -0.6890 0.2 0.1 0.2 -0.9912
B -0.9291 -0.4051 -0.4059 -1.1 0.5 1.3 0.9702
N -1.4875 -1.7637 -0.3240 0.2 0.0 -1.5 -1.1770
C -1.8768 0.8433 -0.5521 0.0 0.1 -0.4 -0.9218
C -2.5542 1.0307 0.8050 0.0 0.1 -0.3 0.8956
O -3.4805 0.4263 1.1978 0.0 -0.1 0.2 -0.4699
F -1.9106 1.9492 1.5197 0.1 0.1 0.1 -0.3008
H 1.4547 0.9262 1.8839 0.0 0.0 0.0 0.3012
H 2.4936 -0.4863 1.8139 0.0 0.1 0.1 0.2853
H 0.7380 -0.7265 1.8591 -0.1 0.2 0.0 0.2490
H 3.4292 -0.6282 -0.7775 0.1 0.1 0.1 0.2844
H 2.6834 0.6927 -1.6806 0.1 0.2 0.1 0.2344
H 3.4331 0.9751 -0.0653 0.0 0.1 -0.1 0.2942
H -2.2114 -1.9215 -1.0344 -0.4 0.2 0.4 0.4050
H -2.0372 -1.9300 0.5281 0.5 -0.4 0.2 0.4851
H -2.7067 0.6073 -1.2322 0.0 -0.1 0.1 0.2912
H -1.4108 1.7631 -0.9073 0.1 0.0 0.3 0.2811
Pb -0.0463 -1.2338 -2.7276 0.5 -0.6 -0.2 1.7633


# 2
21
Properties=species:S:1:pos:R:3:forces:R:3:nbo_charge:R:1 method="wB97M-V/def2-TZVPD" lumo_ev=0.289 orbital_gap_ha=0.391 total_energy_ha=-622.2992 smiles="C[C@H](F)[C@@H](CB(O)O)OC=O" homo_energy_ev=-10.350
C 0.9480 -1.6198 0.1545 0.0 0.0 0.0 -0.6720
C 1.4392 -0.4886 -0.7428 -0.1 0.0 0.1 0.1807
F 2.7377 -0.1335 -0.3851 0.2 0.0 0.0 -0.3682
C 0.5855 0.7772 -0.8005 0.0 -0.1 -0.1 0.0929
C -0.8737 0.3907 -1.1208 0.0 0.1 0.0 -0.7977
B -1.9102 0.3152 0.0814 0.0 -0.2 -0.1 1.1024
O -2.6135 -0.8327 0.3679 0.1 0.0 0.0 -0.8894
O -2.1668 1.4208 0.8199 0.0 0.0 0.1 -0.8667
O 0.6661 1.6582 0.3296 -0.3 0.0 0.0 -0.5052
C 1.0324 1.2615 1.5605 0.3 -0.2 -0.2 0.6421
O 0.7428 1.8784 2.5363 -0.1 0.2 0.2 -0.5470
H 0.3068 -1.2880 0.9702 0.0 0.0 0.0 0.2172
H 0.3997 -2.3595 -0.4294 0.0 0.0 0.0 0.2181
H 1.8140 -2.1234 0.5833 0.0 0.0 0.0 0.2460
H 1.4979 -0.8464 -1.7728 0.0 0.0 0.0 0.1779
H 0.9807 1.3806 -1.6165 0.1 0.0 0.0 0.2009
H -0.8592 -0.5599 -1.6643 0.0 0.0 0.0 0.2137
H -1.2775 1.1251 -1.8243 0.0 0.0 0.1 0.2560
H -2.3664 -1.5764 -0.1862 0.0 0.0 0.0 0.4902
H -2.7635 1.2448 1.5558 -0.1 0.0 0.0 0.4982
H 1.6799 0.3759 1.5833 -0.1 0.0 0.0 0.1100


# 3
18
Properties=species:S:1:pos:R:3:forces:R:3:nbo_charge:R:1 method="wB97M-V/def2-TZVPD" lumo_ev=0.119 orbital_gap_ha=0.284 e_above_lowest_ev=4.663 total_energy_ha=-351.2387 homo_energy_ev=-7.615
B 0.7073 0.2273 -0.1226 -2.5 -3.0 0.4 1.1872
C 3.0731 -0.4672 -0.1293 -4.9 0.6 -0.1 -0.2028
C 2.1268 0.4902 0.1090 3.6 0.2 0.1 -0.7264
C -1.6330 -0.4435 -0.3955 -0.6 -1.8 1.0 -0.2309
C -1.1716 -1.8090 0.3253 3.1 1.4 1.2 -0.0675
C -1.0365 1.9133 0.0079 -4.3 -0.7 -0.9 -0.3930
N -0.6175 0.5370 -0.1378 2.6 0.7 0.0 -0.7313
O 0.1599 -2.1481 -0.0493 -0.3 2.6 -1.0 -0.8235
H 4.0670 -0.4050 0.0905 2.5 0.3 0.4 0.1945
H 2.5845 -1.3580 -0.4803 0.6 -0.8 -0.2 0.2317
H 2.5181 1.4370 0.4995 -0.5 0.0 -0.1 0.2410
H -1.7971 -0.4647 -1.4765 0.0 -0.6 0.0 0.1950
H -2.5397 -0.0710 0.0680 -0.4 0.0 0.1 0.1885
H -0.9218 -1.5421 1.4510 -1.9 -0.2 -1.5 0.1419
H -1.8173 -2.6918 0.2257 -0.3 0.5 -0.1 0.1801
H -0.3258 2.6687 0.0094 1.9 0.9 0.4 0.2135
H -1.6769 2.1668 -0.9282 0.7 -0.3 1.6 0.1966
H -1.6995 1.9600 0.9333 0.8 0.3 -1.2 0.2055


# 4
24
Properties=species:S:1:pos:R:3:forces:R:3:nbo_charge:R:1 method="wB97M-V/def2-TZVPD" lumo_ev=-13.558 orbital_gap_ha=0.084 total_energy_ha=-1188.4741 total_charge=+2 homo_energy_ev=-15.834
C 4.6395 -0.5370 0.0796 -0.6 0.9 -0.2 -0.6362
C 3.0246 -0.5572 -0.0832 1.9 -0.6 0.1 -0.2790
N 2.4717 0.8545 -0.0636 1.0 -2.5 1.8 -0.1504
O 1.1191 0.7212 0.0524 -1.2 0.5 0.1 -0.4889
S 0.2839 1.6009 -1.1615 0.6 4.3 -1.3 1.7670
O 0.9108 2.9445 -1.3390 -2.1 -3.9 1.0 -0.6964
O -1.2746 1.7645 -0.4896 1.6 -1.1 0.3 -0.6557
C -1.9056 0.4576 -0.7085 -0.1 -0.7 -0.8 -0.1375
C -3.2926 0.3044 0.0798 0.4 -1.8 -1.1 -0.4627
C -3.4680 -1.2665 0.3905 -0.9 -0.5 -3.1 0.9451
F -2.7913 -1.6554 1.5690 -1.8 0.8 -1.6 -0.3295
F -4.8779 -1.4616 0.5221 2.9 0.2 1.1 -0.3201
F -3.0776 -2.0695 -0.6936 -0.7 2.0 3.3 -0.2709
H 4.9724 0.2774 0.8200 -0.5 -1.2 -1.0 0.2266
H 5.0401 -1.5354 0.4408 -0.7 1.2 -0.6 0.2626
H 5.0652 -0.2749 -0.9405 -0.3 -0.4 1.4 0.2447
H 2.5779 -1.0929 0.8274 0.3 0.5 -1.4 0.2296
H 2.8042 -1.1011 -1.0600 -0.2 0.9 1.3 0.2449
H 2.7733 1.2162 0.8706 0.0 0.8 -1.1 0.3987
H -2.0709 0.3728 -1.8437 -0.2 -0.1 1.7 0.2596
H -1.2154 -0.4116 -0.4303 -0.9 1.3 0.0 0.2272
H -4.2043 0.6197 -0.5323 1.3 -0.3 1.0 0.3166
H -3.3155 0.8291 1.1050 0.3 0.2 -0.5 0.1192
Be -4.1888 0.0005 2.5886 0.1 -0.4 -0.3 1.1856


# 5
21
Properties=species:S:1:pos:R:3:forces:R:3:nbo_charge:R:1 method="wB97M-V/def2-TZVPD" lumo_ev="-5.468 / -5.393" orbital_gap_ha="0.234 / 0.236" total_energy_ha=-911.8878 total_charge=+1 homo_energy_ev="-11.824 / -11.824"
O -1.8465 -1.3767 -3.5471 -0.3 0.5 1.0 -1.0536
C -0.7106 -1.8664 -4.1578 0.0 0.8 -1.1 -0.0828
C 0.2739 -2.5244 -3.2036 3.0 0.0 -0.5 -0.0847
O 0.0197 -2.1866 -1.8807 -1.1 2.4 1.9 -0.6607
C 0.0951 -2.9755 -0.6995 -0.3 -0.5 -0.6 -0.0798
C -0.1538 -1.9744 0.4208 1.4 -0.9 0.7 -0.0929
O -1.3055 -1.2079 0.1650 -0.2 -0.2 -1.0 -1.0295
Mg -1.5472 -0.7796 -1.7459 0.4 -0.9 -1.3 1.7987
H -0.1486 -1.0642 -4.6862 -0.3 -0.1 0.1 0.1271
H -0.9279 -2.6094 -4.9526 -0.1 0.2 0.3 0.1703
H 0.0885 -3.6115 -3.2389 1.2 0.2 -0.5 0.1978
H -0.8728 1.9456 -3.3851 0.4 -1.3 -0.3 0.1780
H 1.0866 -3.4449 -0.6158 -0.3 0.1 0.2 0.2139
H -0.6892 -3.7470 -0.7332 0.2 0.0 0.0 0.1924
H 0.7728 -1.3705 0.4598 -0.6 0.2 0.2 0.1909
H -0.2820 -2.4847 1.3912 0.2 0.0 -0.4 0.2016
C -0.3081 1.8087 -2.4487 -2.1 1.8 2.4 0.3492
O -0.5690 1.0111 -1.5354 0.6 0.3 -2.0 -0.6583
Bi -2.2186 0.0982 1.4906 -0.5 0.7 1.0 0.7798
H 0.1295 2.7729 -2.1316 1.0 -0.6 -0.2 0.1582
H 1.3834 -1.9574 -3.4160 -2.6 -2.7 0.2 0.1844


# 6
17
Properties=species:S:1:pos:R:3:forces:R:3:nbo_charge:R:1 method="wB97M-V/def2-TZVPD" lumo_ev="0.271 / 0.006" orbital_gap_ha="0.286 / 0.279" e_above_lowest_ev=4.790 total_energy_ha=-5344.3638 homo_energy_ev="-7.504 / -7.600"
C -0.3187 -0.9258 -3.1485 -1.8 -0.4 -0.3 -0.7006
C -0.2881 0.0470 2.6160 0.2 -1.9 0.4 -0.7049
C 1.4676 1.4878 1.3515 -0.4 -0.1 0.9 -0.7020
C -0.9671 -1.0882 -1.7730 0.0 0.4 -1.9 -0.2969
C 0.8105 0.1124 1.5717 0.5 0.7 0.1 -0.0597
Br -2.1790 0.3410 -1.2120 0.3 -1.0 -0.5 -0.0131
Br 0.5478 -0.9501 0.0390 0.8 -0.2 0.7 0.2493
H -1.0343 -0.8394 -4.0182 -0.1 -0.5 1.0 0.2225
H 0.2496 -1.8542 -3.3961 0.3 1.2 0.4 0.2299
H 0.0860 0.0555 -3.2156 1.6 0.5 0.0 0.2247
H -0.8245 -0.9727 2.6134 1.4 1.2 0.4 0.2306
H 0.0537 0.3725 3.6247 0.2 -0.7 -0.6 0.2308
H -1.1345 0.6641 2.4879 -0.9 1.4 -0.9 0.2192
H 2.4057 1.7057 0.7914 -1.0 -1.0 -0.5 0.2380
H 0.5979 2.0721 1.0361 0.5 0.7 -0.4 0.2220
H 1.7776 1.8965 2.3184 -0.5 -0.2 0.3 0.2238
H -1.2500 -2.1242 -1.6868 -0.9 0.0 0.9 0.1863


# 7
18
Properties=species:S:1:pos:R:3:forces:R:3:nbo_charge:R:1 method="wB97M-V/def2-TZVPD" lumo_ev=0.732 orbital_gap_ha=0.406 e_above_lowest_ev=0.000 total_energy_ha=-2945.5937 smiles=CC(C)O[C@](C)(F)Br homo_energy_ev=-10.304
C -1.3465 1.4665 1.1264 -0.1 1.3 -2.8 -0.6228
C -1.3715 0.4602 -1.2679 2.0 -0.4 0.7 -0.6407
C 2.6212 -0.9163 -0.1604 -1.6 -3.5 0.7 -0.6700
C -0.8628 0.2393 0.2044 -3.2 2.8 -0.4 0.0788
C 1.1375 -1.0824 0.1115 -1.3 1.2 0.9 0.6626
O 0.5283 0.2021 0.3190 1.5 -3.0 -0.2 -0.5308
F 0.5318 -1.7501 -0.9151 0.3 0.4 0.0 -0.3603
Br 0.7265 -2.3504 1.6828 0.3 0.8 -0.5 -0.1119
H -1.5914 1.1162 2.1171 0.7 0.3 0.5 0.2184
H -0.5361 2.2719 0.9607 -1.3 -1.1 1.1 0.2210
H -2.3472 1.9624 0.7551 1.9 -1.2 0.4 0.2050
H -1.0510 1.3855 -1.7433 1.2 -0.1 0.0 0.2098
H -2.3626 0.7359 -1.2196 -2.7 -0.3 0.4 0.2105
H -1.2252 -0.4209 -1.9034 0.0 0.4 0.1 0.2211
H 3.0100 -2.0085 -0.1231 -0.1 2.2 -0.2 0.2402
H 3.0318 -0.2595 0.5506 0.7 0.6 0.9 0.2406
H 2.5920 -0.5046 -1.1258 0.6 0.5 -1.4 0.2336
H -1.4847 -0.5475 0.6309 1.0 -1.0 -0.1 0.1949


# 8
17
Properties=species:S:1:pos:R:3:forces:R:3:nbo_charge:R:1 method="wB97M-V/def2-TZVPD" lumo_ev=0.550 orbital_gap_ha=0.335 e_above_lowest_ev=0.540 total_energy_ha=-2825.2245 smiles=BrN1CCCCC1 homo_energy_ev=-8.569
Br 2.8726 0.4650 1.9343 -0.4 0.4 -0.1 0.1004
N 0.9532 0.5534 1.9646 1.1 0.8 1.5 -0.4486
C 0.4489 -0.6466 1.4378 -1.3 -3.0 0.0 -0.2506
C 0.4486 1.8024 1.3809 -0.9 -0.4 -0.5 -0.2417
C 0.4898 -0.8234 -0.0876 1.1 2.6 1.3 -0.4229
C 0.5513 1.7940 -0.1191 1.1 0.2 -0.6 -0.4252
C 0.0121 0.5339 -0.7289 0.1 -1.9 -1.3 -0.4038
H 0.8434 -1.6151 1.8969 0.3 1.6 -0.2 0.2154
H -0.5536 -0.7085 1.8675 -0.6 0.3 -0.5 0.2048
H 1.0810 2.5746 1.6903 0.9 1.2 1.0 0.2161
H -0.6001 2.1137 1.7254 1.2 -1.1 -0.2 0.2085
H 1.5666 -0.9241 -0.2734 -0.2 -0.4 -0.5 0.2023
H -0.0783 -1.6940 -0.3444 -0.2 -0.3 -0.6 0.2167
H 1.6327 1.8909 -0.4502 -1.1 0.1 0.6 0.2049
H 0.0121 2.6641 -0.5117 0.1 -0.1 -0.1 0.2154
H 0.3906 0.5135 -1.8030 -1.3 0.0 1.0 0.2122
H -1.0747 0.5023 -0.5834 0.0 0.2 -0.8 0.1960